No. 1
Computed, not measured: one molecule with the formula CH5N3 in a non-equilibrium geometry, with ωB97M-V/def2-TZVPD.

Output
**Net charge**: 0
**F_max**: 5.4 eV Å⁻¹
**SMILES**: N=C(N)N
**HOMO level**: -9.27 eV
**LUMO level**: 0.681 eV
**ΔE to the lowest compared entry with this formula, charge and spin**: 49.80 kcal/mol
**Kohn-Sham gap**: 0.36570 Ha
**Energy**: -205.31173 hartree

Cartesian coordinates (Å):
C (-0.15054, 0.04538, -0.16187)
H (0.33484, -1.86278, -0.23198)
H (0.51795, -1.16187, 1.40922)
H (1.13725, 1.08033, 0.87845)
H (-0.22190, 2.13199, -0.22469)
H (-1.43795, -0.70456, -1.35520)
N (0.72676, -1.07420, 0.22664)
N (0.14312, 1.31163, 0.48767)
N (-1.04953, 0.23409, -1.02823)

=====

No. 2
Computed, not measured: a 3-piece molecular cluster, C26H45N2O5P overall in a non-equilibrium geometry, with ωB97M-V/def2-TZVPD.

Output
**Net charge**: 0
**F_max**: 2.3 eV Å⁻¹
**SMILES**: C=CCc1cc2nccnc2cc1CCCP(=O)(OCC)OCC.CCOCC.CCOCC
**HOMO level**: -8.64 eV
**LUMO level**: 0.305 eV
**Kohn-Sham gap**: 0.32871 Ha
**Energy**: -1844.77708 hartree

Cartesian coordinates (Å):
C (4.48697, -4.78386, 1.90434)
C (3.96710, -3.70286, 1.33534)
C (2.48510, -3.39937, 1.25477)
C (2.18409, -1.89317, 1.33420)
C (3.10713, -0.98264, 1.72429)
C (2.84511, 0.41117, 1.79791)
N (3.85395, 1.23669, 2.21198)
C (3.47622, 2.49123, 2.19591)
C (2.18044, 2.95991, 1.84189)
N (1.20920, 2.17016, 1.45999)
C (1.56913, 0.85150, 1.42080)
C (0.61224, -0.10977, 1.01965)
C (0.85920, -1.44477, 0.98194)
C (-0.27227, -2.36708, 0.56895)
C (-1.56133, -2.20342, 1.44313)
C (-2.77332, -2.79342, 0.69282)
P (-4.32651, -1.89827, 1.06519)
O (-4.02517, -0.45786, 1.13719)
O (-5.34538, -2.31272, -0.11948)
C (-6.42413, -1.38337, -0.35510)
C (-6.03252, -0.15105, -1.19340)
O (-4.76529, -2.45617, 2.52382)
C (-6.11836, -2.14847, 2.93792)
C (-6.36329, -0.66994, 3.24957)
H (3.92459, -5.46184, 2.54706)
H (5.54988, -4.98834, 1.76368)
H (4.66763, -2.98860, 0.89710)
H (2.13591, -3.74601, 0.26947)
H (1.91218, -3.90083, 2.04851)
H (4.10664, -1.31735, 1.99921)
H (4.20717, 3.23743, 2.52049)
H (1.98000, 4.03155, 1.89279)
H (-0.38222, 0.24646, 0.74732)
H (-0.52242, -2.27571, -0.50001)
H (0.03259, -3.41616, 0.70358)
H (-1.36005, -2.77952, 2.35690)
H (-1.67593, -1.14980, 1.71053)
H (-2.58647, -2.86072, -0.38538)
H (-2.95330, -3.82998, 1.03009)
H (-7.17637, -1.94078, -0.93255)
H (-6.93678, -1.04111, 0.55030)
H (-5.71665, 0.64422, -0.50396)
H (-6.93948, 0.21870, -1.69248)
H (-5.20415, -0.32821, -1.88538)
H (-6.79957, -2.53504, 2.16572)
H (-6.28476, -2.70898, 3.86632)
H (-7.41267, -0.56244, 3.57008)
H (-5.69307, -0.26321, 4.01271)
H (-6.26960, -0.02654, 2.36408)
C (6.30410, 7.07312, 0.34659)
C (5.49158, 5.79539, 0.46173)
O (4.42332, 5.87862, 1.39043)
C (3.43943, 6.86465, 1.12900)
C (2.73181, 6.68816, -0.20375)
H (6.70603, 7.35892, 1.32013)
H (7.13447, 6.93090, -0.34646)
H (5.70425, 7.90783, -0.01882)
H (6.13794, 4.99254, 0.81889)
H (5.11803, 5.47876, -0.51826)
H (3.87415, 7.86669, 1.21177)
H (2.70728, 6.78026, 1.93395)
H (3.41942, 6.77620, -1.04613)
H (1.95798, 7.44738, -0.32473)
H (2.26714, 5.70192, -0.26231)
C (-2.19669, -2.97958, -4.68871)
C (-1.44589, -1.95138, -3.86049)
O (-0.17748, -2.39501, -3.40953)
C (0.75892, -2.74532, -4.41322)
C (1.10267, -1.60621, -5.35715)
H (-2.32848, -3.90349, -4.12258)
H (-3.17982, -2.59610, -4.96574)
H (-1.66581, -3.23085, -5.60795)
H (-2.02288, -1.72745, -2.96130)
H (-1.34509, -1.00676, -4.40595)
H (0.41001, -3.62265, -4.96925)
H (1.66274, -3.05482, -3.88646)
H (0.23258, -1.26524, -5.92032)
H (1.85982, -1.92491, -6.07490)
H (1.48701, -0.75116, -4.79836)

=====

No. 3
Computed, not measured: one molecule with the formula C3H5N in a non-equilibrium geometry, with ωB97M-V/def2-TZVPD.

Output
**Net charge**: 0
**F_max**: 7.1 eV Å⁻¹
**HOMO level (spin up / spin down)**: -5.42 / -10.13 eV
**LUMO level (spin up / spin down)**: 1.072 / -2.345 eV
**ΔE to the lowest compared entry with this formula, charge and spin**: 65.08 kcal/mol
**Expectation value of S²**: 2.01
**Kohn-Sham gap (spin up / spin down)**: 0.23840 / 0.28591 Ha
**Energy**: -171.78904 hartree
**2S+1**: 3

Cartesian coordinates (Å):
C (-1.13409, 0.42213, 0.78073)
C (-0.20826, 0.03672, -0.26567)
C (1.13135, -0.33151, -0.57166)
N (-1.37012, 0.29390, -0.67238)
H (-1.51400, -0.50881, 1.48665)
H (-1.51609, 1.52510, 1.21960)
H (1.88811, -0.43341, 0.41097)
H (1.67105, 0.31802, -1.39125)
H (1.05206, -1.32213, -0.99698)

=====

No. 4
Computed, not measured: one molecule with the formula C5H6N2S in a non-equilibrium geometry, with ωB97M-V/def2-TZVPD.

Output
**Net charge**: 0
**F_max**: 4.3 eV Å⁻¹
**HOMO level (spin up / spin down)**: -8.41 / -8.41 eV
**LUMO level (spin up / spin down)**: -0.520 / -0.519 eV
**ΔE to the lowest compared entry with this formula, charge and spin**: 85.61 kcal/mol
**Kohn-Sham gap (spin up / spin down)**: 0.28995 / 0.29002 Ha
**Energy**: -701.70252 hartree

Cartesian coordinates (Å):
C (-0.46372, -2.86814, -0.66016)
C (2.20910, -0.94954, 0.33281)
C (0.34364, -1.93768, -1.34483)
C (-0.01481, -0.16758, 0.47487)
C (-0.76503, 1.20008, 0.38466)
N (-1.05471, -3.68360, -0.08665)
N (1.26964, -0.16162, 0.73399)
S (2.02265, -1.86315, -1.14069)
H (3.06072, -1.08642, 0.87911)
H (0.15623, -1.72419, -2.34852)
H (-0.49986, -1.03547, 0.57842)
H (-1.19395, 1.51315, -0.50469)
H (-0.00900, 1.90852, 0.64747)
H (-1.47027, 1.26411, 1.15187)

=====

No. 5
Computed, not measured: C35H47Cl2MnN5O2SSb2 as an isolated structure, with ωB97M-V/def2-TZVPD.

Output
**Net charge**: 0
**F_max**: 0.4 eV Å⁻¹
**HOMO level (spin up / spin down)**: -5.07 / -6.93 eV
**LUMO level (spin up / spin down)**: 0.051 / 0.032 eV
**ΔE to the lowest compared entry with this formula, charge and spin**: 6.80 kcal/mol
**Expectation value of S²**: 8.97
**Kohn-Sham gap (spin up / spin down)**: 0.18819 / 0.25568 Ha
**Energy**: -4736.13515 hartree
**2S+1**: 6

Cartesian coordinates (Å):
Mn (-0.16359, -1.30725, 0.33366)
C (1.93819, 1.70005, 4.23008)
Sb (1.59835, 1.80922, 2.11483)
C (-0.04123, 3.18588, 2.30967)
C (3.13602, 3.34479, 1.72817)
C (2.60637, 4.64976, 1.23905)
C (2.26425, 5.63597, 2.16506)
C (1.73235, 6.85357, 1.77988)
C (1.54088, 7.11723, 0.43058)
C (1.89816, 6.15799, -0.50146)
C (2.42717, 4.92305, -0.12597)
C (2.80480, 3.94709, -1.19946)
Sb (1.28690, 2.46615, -1.67120)
C (-0.02584, 3.88767, -2.60006)
C (2.28778, 1.86060, -3.46627)
H (1.16100, 1.08219, 4.67814)
H (1.91693, 2.69620, 4.67107)
H (2.90216, 1.23118, 4.42399)
H (0.24067, 4.02903, 2.93867)
H (-0.87584, 2.64623, 2.75635)
H (-0.34696, 3.55886, 1.33244)
H (3.83281, 2.89465, 1.02422)
H (3.64780, 3.46831, 2.68193)
H (2.42790, 5.43308, 3.21738)
H (1.47988, 7.59466, 2.52649)
H (1.13380, 8.06546, 0.10566)
H (1.77675, 6.36867, -1.55802)
H (3.71571, 3.40035, -0.95651)
H (2.97310, 4.47327, -2.14031)
H (0.50044, 4.40134, -3.40409)
H (-0.34925, 4.61565, -1.85782)
H (-0.90291, 3.38563, -3.00542)
H (2.34213, 2.69986, -4.15839)
H (1.75501, 1.03224, -3.92889)
H (3.29624, 1.53205, -3.22000)
O (0.00430, -3.51385, -6.26753)
C (-0.43355, -2.20286, -5.95902)
C (-0.49041, -2.00804, -4.47158)
C (-0.82365, -0.71837, -3.96588)
C (-0.83429, -0.53462, -2.61502)
N (-0.56522, -1.50376, -1.71779)
C (-0.31129, -2.77677, -2.19193)
C (-0.24724, -3.01428, -3.59081)
C (-0.14414, -3.78567, -1.20800)
C (0.05210, -5.16083, -1.48450)
C (0.12899, -6.06783, -0.46466)
C (0.26113, -7.53881, -0.75539)
O (-0.96532, -8.11480, -1.19503)
C (0.02041, -5.61252, 0.87257)
C (-0.13504, -4.26844, 1.09543)
N (-0.21990, -3.37202, 0.10305)
H (-0.00627, -3.62275, -7.22361)
H (-1.43288, -2.01787, -6.37605)
H (0.24257, -1.45254, -6.38885)
H (-1.04319, 0.10831, -4.62742)
H (-1.06888, 0.43494, -2.18653)
H (0.00557, -3.99325, -3.96584)
H (0.12459, -5.50217, -2.50722)
H (0.63193, -8.05997, 0.13365)
H (0.97011, -7.70997, -1.56571)
H (-1.64812, -7.86629, -0.56132)
H (0.09586, -6.29495, 1.70714)
H (-0.17311, -3.84989, 2.09437)
C (-5.63022, 0.80756, -0.07169)
N (-4.31382, 1.18787, 0.42972)
C (-3.91707, 2.53692, 0.06740)
C (-3.39074, 0.25693, 0.76144)
S (-1.74244, 0.61597, 0.54325)
N (-3.84989, -0.87056, 1.34587)
C (-3.02842, -2.06472, 1.45186)
C (-4.93419, -0.82240, 2.32148)
H (-5.72060, 1.15350, -1.10407)
H (-6.42841, 1.26184, 0.51783)
H (-5.74473, -0.27085, -0.05987)
H (-4.76515, 3.19498, 0.25221)
H (-3.64038, 2.59439, -0.98860)
H (-3.07253, 2.86071, 0.66899)
H (-2.45444, -2.21938, 0.53164)
H (-3.69701, -2.91839, 1.56456)
H (-2.33645, -2.01313, 2.29706)
H (-5.29705, 0.19354, 2.43891)
H (-4.54181, -1.16515, 3.28124)
H (-5.76350, -1.47138, 2.03461)
Cl (2.32850, -1.27854, -0.10124)
C (2.69817, -1.69148, 1.57724)
C (3.99617, -1.95952, 1.94478)
C (4.26002, -2.26491, 3.27347)
C (3.20406, -2.29480, 4.17940)
C (1.91436, -2.03219, 3.77338)
Cl (0.62138, -2.07854, 4.94524)
C (1.57313, -1.71776, 2.43337)
N (0.32459, -1.42223, 2.05267)
H (4.78705, -1.92254, 1.20914)
H (5.26742, -2.47707, 3.59844)
H (3.38108, -2.52947, 5.22027)

=====

No. 6
Computed, not measured: C25H33ClIrN6O5 as an isolated structure in a non-equilibrium geometry, with ωB97M-V/def2-TZVPD.

Output
**Net charge**: +2
**F_max**: 1.3 eV Å⁻¹
**HOMO level (spin up / spin down)**: -13.58 / -14.20 eV
**LUMO level (spin up / spin down)**: -5.571 / -8.271 eV
**ΔE to the lowest compared entry with this formula, charge and spin**: 2.30 kcal/mol
**Expectation value of S²**: 8.78
**Kohn-Sham gap (spin up / spin down)**: 0.29416 / 0.21804 Ha
**Energy**: -2240.94954 hartree
**2S+1**: 6

Cartesian coordinates (Å):
Ir (0.36920, 0.20127, 0.93602)
O (-1.32256, 1.51169, 1.19106)
N (-1.81045, 1.85600, 2.30110)
N (-1.18422, 1.27657, 3.29670)
O (-0.18622, 0.51152, 3.05410)
C (-1.63273, 1.51197, 4.64571)
C (-0.99888, 0.81814, 5.66450)
C (-1.42923, 1.02940, 6.96462)
C (-2.46556, 1.91540, 7.22192)
C (-3.08319, 2.59827, 6.18080)
C (-2.67282, 2.40479, 4.87339)
H (-0.19735, 0.12684, 5.45341)
H (-0.95519, 0.49758, 7.77736)
H (-2.79648, 2.07440, 8.23883)
H (-3.89166, 3.28620, 6.38410)
H (-3.14951, 2.93015, 4.06031)
N (0.75570, 1.87377, -0.59479)
C (1.00385, 3.25771, -0.12853)
C (2.24894, 3.36403, 0.73460)
C (2.18420, 2.67560, 2.08817)
N (2.22132, 1.19493, 1.99027)
H (1.51688, 1.57794, -1.20154)
H (-0.09226, 1.83095, -1.15614)
H (0.12081, 3.57663, 0.42564)
H (1.10076, 3.91520, -0.99475)
H (2.42644, 4.42550, 0.91645)
H (3.12754, 3.01664, 0.17846)
H (1.26431, 2.94693, 2.61080)
H (3.01744, 3.01301, 2.70763)
H (2.22250, 0.80968, 2.93070)
H (3.09493, 0.90238, 1.55998)
C (-1.12084, -2.64504, -1.46993)
C (-1.50180, -1.20829, -1.65052)
O (-0.89617, -0.31807, -1.02257)
C (-2.57386, -0.83540, -2.57280)
C (-3.22454, -1.80783, -3.33821)
C (-4.23917, -1.44345, -4.20623)
C (-4.60824, -0.10964, -4.31027)
C (-3.97242, 0.86521, -3.54690)
C (-2.96083, 0.50495, -2.68027)
H (-0.26250, -2.73087, -0.81365)
H (-0.88863, -3.10197, -2.43303)
H (-1.95695, -3.20798, -1.04948)
H (-2.94436, -2.84939, -3.26402)
H (-4.74093, -2.19532, -4.79856)
H (-5.40176, 0.17455, -4.98852)
H (-4.27505, 1.89955, -3.63029)
H (-2.47521, 1.25381, -2.06970)
O (1.56119, -0.55148, -6.11842)
C (2.26443, -1.69012, -5.68142)
N (2.43937, -1.46125, -4.25824)
C (2.84370, -2.44044, -3.42775)
O (3.09335, -3.57509, -3.77757)
C (2.93747, -2.08898, -1.96151)
C (3.86241, -2.76148, -1.17156)
C (3.89609, -2.50323, 0.18762)
C (2.97429, -1.62136, 0.71976)
N (2.05746, -0.98912, -0.02725)
C (2.05849, -1.21641, -1.35102)
H (1.54557, -0.53741, -7.07999)
H (3.23526, -1.78528, -6.17628)
H (1.69821, -2.61376, -5.81937)
H (2.41478, -0.49784, -3.96786)
H (4.52447, -3.48230, -1.63400)
H (4.60465, -2.99640, 0.83725)
H (2.94374, -1.43574, 1.78568)
H (1.28857, -0.71569, -1.92302)
Cl (0.37598, -3.50590, 1.77460)
C (-0.82020, -2.35412, 2.07519)
H (-0.86444, -1.96883, 3.08134)
H (-1.69810, -2.38372, 1.44788)